(1)
A molecular structure, C26H67HgO12. Source: OMol25; level of theory: ωB97M-V/def2-TZVPD.

Properties
Net charge: +1
Strongest force on any atom, eV/A: 2.89
Frontier orbital gap, eV: 8.75

CARTESIAN COORDINATES (ANGSTROEM)
Hg 13.9913 8.7371 10.6274
C 12.7486 11.4547 10.3960
O 12.6980 10.0972 10.0420
H 11.8160 11.8835 10.0117
H 12.7351 11.6347 11.4639
H 13.5678 11.9923 9.9382
C 14.3885 15.5368 10.1312
O 13.4741 15.3777 11.1635
C 12.1037 15.5543 10.7698
C 11.3264 15.5596 12.0243
O 11.3826 14.2832 12.6591
C 11.0272 14.3317 14.0634
H 15.3174 15.1298 10.5624
H 14.6712 16.6075 9.8638
H 14.1389 15.0433 9.1911
H 11.8393 14.6101 10.2235
H 11.9243 16.4468 10.2140
H 10.2940 15.7963 11.7934
H 11.8577 16.2566 12.6302
H 10.1260 14.9357 14.2221
H 11.8544 14.8762 14.5125
H 10.8741 13.3418 14.4709
C 12.5795 9.8784 13.5801
O 12.9662 8.6368 12.9722
C 12.1940 7.5228 13.4522
C 12.7622 6.2833 12.8086
O 12.7511 6.3532 11.3537
C 11.6866 5.6967 10.5795
H 13.2861 10.6602 13.2481
H 12.5770 9.7659 14.6876
H 11.5554 10.2074 13.2668
H 11.1120 7.7355 13.2688
H 12.2440 7.4458 14.5646
H 12.1309 5.4904 13.1877
H 13.7990 6.1854 13.1298
H 11.7668 6.2678 9.6484
H 10.6365 5.9662 10.9466
H 11.8246 4.6293 10.4304
C 16.1466 10.2285 7.9939
O 16.3907 10.3165 9.4124
C 17.7709 10.3528 9.6851
C 17.9785 10.1547 11.2085
O 17.5294 8.8525 11.5445
C 17.4824 8.7023 12.9541
H 16.3444 11.2039 7.6645
H 15.0617 10.0936 7.8736
H 16.7195 9.4983 7.3843
H 18.2280 11.3537 9.4657
H 18.3626 9.6529 9.1182
H 17.4423 10.8960 11.8174
H 19.0770 10.2002 11.2628
H 16.5048 8.8233 13.3361
H 18.1117 9.4187 13.4667
H 17.7596 7.6506 13.1353
C 9.1393 18.1183 8.3432
O 9.7894 16.9012 8.5310
C 9.3014 15.8415 7.7004
C 10.1623 14.5939 7.8708
O 10.5720 14.2609 6.5229
C 11.4166 13.1855 6.3904
H 9.5828 18.8563 8.9472
H 8.1035 18.0046 8.5820
H 9.2214 18.4612 7.2985
H 9.5302 16.2418 6.6794
H 8.2035 15.6453 7.7608
H 9.6785 13.7199 8.2761
H 11.0647 14.7679 8.4301
H 10.9535 12.2287 6.6309
H 12.3536 13.3570 6.9463
H 11.5880 13.1309 5.3239
C 8.3994 10.7199 10.7079
C 8.9921 9.7128 9.6898
C 9.0640 10.3465 8.3675
O 10.1912 9.1092 10.1796
H 8.3582 10.2114 11.6528
H 7.3558 11.0754 10.4598
H 9.1152 11.5557 10.8004
H 8.3127 8.8355 9.5789
H 9.6909 9.5964 7.8202
H 9.6785 11.2415 8.3072
H 8.0657 10.5420 7.9989
H 11.0297 9.5314 9.9838
C 15.3220 12.4785 14.7120
C 14.8524 13.5676 13.8228
C 15.9165 14.5835 13.5605
O 14.4191 13.0602 12.5542
H 15.4744 12.5768 15.7937
H 16.2886 12.1161 14.3124
H 14.5273 11.7381 14.6419
H 13.9743 14.0307 14.3413
H 15.5027 15.3506 12.9068
H 16.8591 14.2710 13.0893
H 16.1931 15.1921 14.4693
H 13.9018 13.6835 12.0769
C 17.2047 6.4051 9.3001
C 15.8228 6.2297 9.9194
C 15.7868 5.0128 10.8016
O 15.5923 7.3142 10.7816
H 17.2070 7.2181 8.5508
H 17.5795 5.5215 8.8547
H 17.9291 6.6690 10.0599
H 14.9894 6.2142 9.1540
H 16.1359 4.0961 10.2623
H 14.8053 4.7864 11.3222
H 16.5767 5.0937 11.4996
H 16.4454 7.8613 10.8157

(2)
A molecular structure, C26H67N5O17S3. Source: OMol25; level of theory: ωB97M-V/def2-TZVPD.

Properties
Energy relative to the best compared isomer or geometry (same formula, charge and spin), kcal per mole: 0.00
Net charge: 0
Strongest force on any atom, eV/A: 3.08
Frontier orbital gap, eV: 9.50

CARTESIAN COORDINATES (ANGSTROEM)
C -0.2657 -2.9013 -1.2728
C -1.6374 -3.4255 -0.8007
C -2.4216 -2.4336 0.0365
O -1.9275 -2.3826 1.3880
C -2.7966 -2.5510 2.4942
N -2.4920 -3.8527 -1.9652
H 0.4389 -2.6729 -0.4654
H -0.4597 -2.0710 -1.9739
H 0.3937 -3.6136 -1.8138
H -1.4658 -4.2210 -0.0934
H -3.4615 -2.7603 0.1111
H -2.3906 -1.3913 -0.3966
H -2.1170 -2.5851 3.4040
H -3.3611 -3.5086 2.4442
H -3.4349 -1.6812 2.5601
H -1.9000 -4.2313 -2.7660
H -2.9541 -3.0208 -2.2781
C 4.7293 -0.9454 2.3081
C 4.6643 -1.0659 0.8116
C 5.7202 -2.0565 0.3320
O 5.6728 -2.5092 -1.0070
C 5.7279 -1.4809 -1.9945
N 3.2699 -1.3230 0.2707
H 3.9108 -0.3297 2.7524
H 5.7220 -0.5898 2.6608
H 4.5910 -1.9487 2.6918
H 4.8968 -0.0581 0.4149
H 5.7791 -2.9636 0.8689
H 6.6367 -1.4340 0.3991
H 5.0768 -0.6246 -1.7512
H 5.6655 -2.0423 -2.8998
H 6.7340 -1.0856 -2.0246
H 3.3761 -1.4012 -0.7347
H 3.0444 -2.2460 0.6071
C 1.4373 -3.7064 4.7778
C 2.1287 -4.4198 3.6598
C 1.4059 -5.6910 3.3727
O 1.1138 -6.5526 4.3898
C 2.2724 -7.3082 4.8416
N 2.3401 -3.8020 2.3694
H 1.9168 -2.7530 5.0473
H 1.3654 -4.2084 5.7075
H 0.4674 -3.3199 4.5045
H 3.1622 -4.7824 4.0143
H 1.9619 -6.2491 2.5596
H 0.4322 -5.4307 2.9409
H 2.6290 -7.9130 4.0579
H 1.9760 -7.8905 5.7197
H 3.0781 -6.6797 5.1820
H 1.5401 -3.2243 2.0473
H 3.1053 -3.1662 2.3314
C 1.2741 -0.0143 -4.5410
C 0.7621 1.3228 -4.0953
C 1.7597 2.0154 -3.2423
O 1.2189 3.1383 -2.7034
C 2.0745 3.7843 -1.7932
N 0.2403 2.0716 -5.3020
H 0.5989 -0.4657 -5.2773
H 1.5292 -0.5541 -3.6488
H 2.1753 0.1934 -5.1954
H -0.1532 1.1561 -3.4504
H 2.6864 2.2390 -3.8064
H 2.0614 1.3760 -2.3659
H 1.4465 4.5863 -1.3456
H 2.9952 4.1793 -2.1605
H 2.3294 3.0548 -1.0386
H 0.3243 3.0542 -5.1982
H 0.9577 1.8743 -6.0183
C -5.3630 -0.1168 -1.5648
C -4.7699 0.2091 -2.9372
C -4.6434 1.6464 -3.0970
O -3.7814 2.2369 -2.1223
C -3.6110 3.6172 -2.3441
N -3.5415 -0.5842 -3.1839
H -6.3019 0.3589 -1.3382
H -4.6678 0.2195 -0.7722
H -5.5273 -1.2137 -1.4519
H -5.5243 -0.0929 -3.6583
H -5.5752 2.1748 -3.0614
H -4.2459 1.9089 -4.0469
H -4.6125 4.1354 -2.4953
H -3.0092 3.7258 -3.2455
H -2.9807 4.0274 -1.5615
H -2.7441 -0.0540 -2.8087
H -3.4421 -0.8039 -4.1593
C 2.3391 4.8966 2.2336
C 3.5166 4.7225 3.1837
O 4.3572 3.6264 2.7301
S 3.9768 3.3168 1.1922
O 3.2947 2.0909 1.1924
O 5.0448 3.5742 0.2579
O 2.9286 4.5075 0.9171
H 2.0447 5.9293 2.1646
H 1.4952 4.2828 2.3780
H 3.2038 4.3950 4.2306
H 4.1336 5.6235 3.1444
C -5.6329 3.1788 0.7979
C -5.2750 4.6438 1.0742
O -6.0286 5.3793 0.1115
S -7.3865 4.6111 -0.1721
O -7.8735 4.9311 -1.4521
O -8.2127 4.8054 0.9729
O -6.7532 3.1672 -0.2134
H -6.0031 2.6000 1.6713
H -4.7885 2.6602 0.3281
H -4.2417 4.8401 0.9050
H -5.5696 4.9337 2.0863
C 0.0435 0.9314 -0.4515
C 0.0473 0.1863 0.9092
O -0.6769 0.9997 1.8343
S -1.0505 2.3322 1.0221
O 0.0689 3.2903 1.0566
O -2.3384 2.7231 1.4014
O -1.1982 1.6886 -0.4022
H -0.0015 0.2625 -1.3409
H 0.7893 1.6573 -0.6340
H 1.0626 0.0814 1.2249
H -0.5521 -0.7701 0.8359

(3)
A molecular structure, C26H68As4FeN4O2Si3. Source: OMol25; level of theory: ωB97M-V/def2-TZVPD.

Properties
⟨S²⟩: 8.765
Energy relative to the best compared isomer or geometry (same formula, charge and spin), kcal per mole: 53.45
Net charge: +3
Strongest force on any atom, eV/A: 2.01
Frontier orbital gap (alpha / beta), eV: 7.95 / 4.76
Multiplicity: 6

CARTESIAN COORDINATES (ANGSTROEM)
Fe -0.7480 0.0297 0.0530
C 3.5945 3.5623 -0.2077
As 2.2957 2.1685 0.0874
C 2.1168 1.3605 -1.6485
C 3.1307 0.7965 1.1848
C 3.0316 0.9809 2.7062
C 3.8775 -0.1115 3.3838
C 1.5709 0.8023 3.1714
As 0.2533 1.5784 1.9747
C -1.4070 1.1638 2.9506
C 0.3182 3.4677 2.3777
C 3.5553 2.3700 3.1144
As 5.4782 2.6568 2.7173
C 5.5251 4.5803 3.0202
C 6.2797 2.1231 4.4029
H 3.6189 4.2610 0.6186
H 3.3440 4.0944 -1.1237
H 4.5544 3.0398 -0.2891
H 3.1160 1.0404 -1.9494
H 1.7276 2.0978 -2.3483
H 1.4273 0.5246 -1.6039
H 4.1787 0.7888 0.8615
H 2.6504 -0.1354 0.8828
H 3.4663 -1.1078 3.1930
H 3.9022 0.0436 4.4663
H 4.9038 -0.1008 3.0150
H 1.4272 1.2453 4.1565
H 1.3222 -0.2590 3.2502
H -1.2060 1.0906 4.0200
H -1.8717 0.2377 2.6209
H -2.0861 1.9944 2.7599
H 0.4575 3.5714 3.4492
H -0.6192 3.9192 2.0639
H 1.1276 3.9577 1.8471
H 3.4153 2.5169 4.1864
H 3.0222 3.1764 2.6009
H 4.8543 5.1110 2.3462
H 6.5407 4.9252 2.8386
H 5.2543 4.8092 4.0506
H 6.3099 1.0405 4.5045
H 5.7346 2.5612 5.2411
H 7.3011 2.5028 4.4097
N -2.9645 0.6418 -0.6616
C -2.6673 1.7541 -1.6509
C -3.5842 2.9593 -1.5274
C -5.0706 2.7634 -1.8877
C -5.4799 3.2552 -3.2799
N -4.7828 2.6712 -4.4428
C -5.1087 1.5274 -5.0299
N -4.4247 1.0987 -6.0919
N -6.0945 0.7706 -4.5340
C -1.2432 2.0551 -1.2376
O -1.0364 2.9280 -0.4021
O -0.3902 1.1243 -1.6099
H -3.5373 -0.0869 -1.0705
H -3.4766 1.0250 0.1296
H -2.6555 1.3160 -2.6469
H -3.1662 3.7784 -2.1248
H -3.5000 3.2924 -0.4908
H -5.6747 3.3619 -1.2034
H -5.3770 1.7226 -1.7346
H -5.2963 4.3234 -3.3393
H -6.5513 3.1284 -3.4324
H -4.0402 3.2086 -4.8600
H -3.7500 1.6928 -6.5431
H -4.7358 0.2975 -6.6152
H -6.7190 1.1527 -3.8442
H -6.4573 0.0038 -5.0785
C -2.4568 -2.2062 -2.6161
Si -2.2082 -3.1200 -1.0140
C -3.4462 -2.5683 0.2663
C -2.3278 -4.9288 -1.2948
As -0.1219 -2.2938 -0.2095
Si 1.5240 -3.0461 -1.7778
C 1.2350 -1.9905 -3.2760
C 3.1869 -2.8004 -1.0113
C 1.2528 -4.8283 -2.1001
Si 0.1215 -3.5525 1.8182
C -0.8284 -2.5898 3.0750
C 1.9264 -3.5981 2.1935
C -0.5746 -5.2360 1.5789
H -3.5190 -2.2211 -2.9000
H -1.8916 -2.6975 -3.4183
H -2.1061 -1.1691 -2.5600
H -4.4293 -2.3872 -0.1903
H -3.1357 -1.6572 0.7823
H -3.5863 -3.3451 1.0269
H -2.9736 -5.1032 -2.1644
H -2.7690 -5.4350 -0.4327
H -1.3622 -5.3955 -1.4989
H 0.6231 -1.1119 -3.0472
H 0.7312 -2.5724 -4.0561
H 2.1902 -1.6410 -3.6898
H 3.2340 -1.9495 -0.3291
H 3.9268 -2.6422 -1.8077
H 3.4823 -3.6961 -0.4563
H 0.3356 -5.0174 -2.6646
H 1.2292 -5.4123 -1.1733
H 2.0971 -5.1940 -2.7018
H -0.5492 -1.5332 3.0683
H -0.6393 -2.9798 4.0839
H -1.9066 -2.6639 2.8878
H 2.4265 -2.6510 1.9668
H 2.4188 -4.3882 1.6138
H 2.0778 -3.8252 3.2575
H -1.6693 -5.2269 1.6161
H -0.2165 -5.8923 2.3816
H -0.2638 -5.6749 0.6266

(4)
9 unconnected molecules or ions with the total composition C26H68BN2O20. Source: OMol25; level of theory: ωB97M-V/def2-TZVPD.

Properties
Net charge: +1
Strongest force on any atom, eV/A: 1.20
Frontier orbital gap, eV: 8.96

CARTESIAN COORDINATES (ANGSTROEM)
C -1.1392 -3.8867 2.6368
C -0.5606 -2.5088 2.9745
C -0.2922 -1.4924 1.8575
C 0.6569 -0.4217 2.4144
C -1.5078 -0.7950 1.2144
C -1.8814 -1.2329 -0.2016
N -2.0481 -2.6862 -0.4082
C -1.2410 -3.2108 -1.1452
O -0.4744 -3.7056 -1.8649
O -2.9435 -0.5146 -0.7462
C -4.0126 -0.0970 0.0874
C -3.5614 0.4371 1.4327
N -2.6802 -0.5720 2.1381
B -3.6472 -1.6895 2.6177
O -4.2060 -1.4732 3.8472
O -3.9086 -2.7141 1.8236
C -5.2295 -3.2693 1.6913
H -0.3800 -4.6318 2.3963
H -1.6565 -4.2607 3.5236
H -1.8657 -3.8844 1.8298
H 0.3914 -2.6582 3.4850
H -1.2027 -2.0395 3.7368
H 0.2391 -2.0011 1.0456
H 0.8195 0.4047 1.7237
H 1.5991 -0.8676 2.7234
H 0.2111 0.0089 3.3206
H -1.1857 0.2304 1.0092
H -1.0031 -0.9311 -0.7800
H -4.4860 0.7328 -0.4369
H -4.7710 -0.8801 0.1707
H -3.0045 1.3645 1.3023
H -4.4178 0.6751 2.0652
H -2.3102 -0.1095 2.9696
H -3.5892 -1.5210 4.5856
H -5.8017 -2.6843 0.9737
H -5.7393 -3.2991 2.6529
H -5.1218 -4.2800 1.3103
C -4.5854 4.0242 1.5248
C -4.6993 5.4001 2.1437
O -3.6554 6.2172 1.6135
O -3.2926 3.4948 1.8123
H -5.3313 3.3376 1.9296
H -4.7273 4.0979 0.4388
H -4.5294 5.3433 3.2184
H -5.6815 5.8445 1.9636
H -3.8668 6.4202 0.6958
H -2.6935 4.2554 1.7771
C 1.7440 -3.8133 -5.3036
C 1.5147 -2.3948 -4.8323
O 0.1330 -2.0422 -4.9750
O 1.3517 -3.9644 -6.6568
H 2.7982 -4.0800 -5.2291
H 1.1628 -4.5059 -4.6789
H 2.0822 -1.6984 -5.4426
H 1.8270 -2.2760 -3.7903
H -0.3641 -2.5528 -4.3273
H 0.5552 -3.4321 -6.7746
C -0.4058 -6.9056 -3.7968
C -1.6530 -7.4307 -3.1250
O -1.5165 -7.3469 -1.7010
O 0.7341 -7.6360 -3.3690
H -0.4736 -6.9963 -4.8807
H -0.2612 -5.8476 -3.5376
H -1.7881 -8.4867 -3.3527
H -2.5382 -6.8792 -3.4557
H -1.5562 -6.4165 -1.4580
H 0.5961 -7.8342 -2.4344
C 3.6550 -6.5746 -0.6913
C 2.5756 -7.0698 0.2447
O 1.6268 -6.0260 0.4990
O 4.3113 -5.4389 -0.1497
H 4.4071 -7.3468 -0.8515
H 3.2087 -6.3186 -1.6621
H 2.9995 -7.3261 1.2145
H 2.0781 -7.9516 -0.1693
H 1.1226 -5.8833 -0.3099
H 3.6286 -4.9128 0.2832
C 4.5379 1.2882 -2.7108
C 4.7067 -0.1591 -3.1218
O 3.9333 -0.4356 -4.2905
O 3.1629 1.5754 -2.4835
H 5.0808 1.4918 -1.7868
H 4.9154 1.9539 -3.4972
H 4.3097 -0.8085 -2.3413
H 5.7580 -0.4082 -3.2872
H 4.3633 -0.0099 -5.0407
H 2.6841 1.0895 -3.1682
C 3.5002 2.2636 1.1678
C 4.2106 3.5736 0.9182
O 5.5574 3.5076 1.3916
O 3.5192 1.9544 2.5531
H 2.4595 2.3300 0.8473
H 3.9873 1.4518 0.6089
H 3.7219 4.3631 1.4833
H 4.1915 3.8333 -0.1448
H 6.0619 2.9304 0.8092
H 4.3826 2.2314 2.8858
C 1.6883 5.8455 -0.7788
C 0.9960 7.1152 -1.2246
O 1.7413 8.2569 -0.8080
O 1.8594 5.8456 0.6295
H 1.0971 4.9679 -1.0445
H 2.6675 5.7648 -1.2710
H 0.0273 7.2015 -0.7320
H 0.8465 7.1183 -2.3086
H 2.5459 8.3085 -1.3351
H 2.0775 6.7571 0.8661
C -1.0038 7.8279 4.3676
C -0.2341 7.6186 3.0811
O -1.0127 8.0721 1.9731
O -2.2444 7.1410 4.3252
H -0.4449 7.4495 5.2241
H -1.1791 8.9023 4.5148
H -0.0642 6.5549 2.9145
H 0.7328 8.1298 3.1128
H -1.0504 9.0340 2.0061
H -2.5662 7.2219 3.4161